{"formula": "C49H43Cl3N5OP2Pb", "method": "ωB97M-V with the def2-TZVPD basis set", "e_above_lowest_kcal_mol": 0.00, "lumo_energy_ev": -9.89, "gap_ha": 0.19663, "total_charge": 3, "e_tot_ev": -122380.5909, "symbols": ["Pb", "C", "N", "C", "C", "N", "C", "C", "C", "C", "C", "C", "N", "C", "N", "C", "C", "C", "C", "C", "C", "N", "H", "H", "H", "H", "H", "H", "H", "H", "H", "H", "H", "H", "H", "H", "H", "Cl", "C", "C", "C", "Cl", "C", "O", "C", "Cl", "C", "H", "H", "C", "C", "P", "C", "C", "C", "C", "C", "C", "C", "C", "C", "C", "C", "C", "C", "P", "C", "C", "C", "C", "C", "C", "C", "C", "C", "C", "C", "C", "H", "H", "H", "H", "H", "H", "H", "H", "H", "H", "H", "H", "H", "H", "H", "H", "H", "H", "H", "H", "H", "H", "H", "H", "H", "H"], "coordinates": [[-0.263, -0.218, 0.210], [-2.871, 1.703, -1.518], [-2.891, 0.829, -0.354], [-3.317, 1.498, 0.871], [-2.158, 2.035, 1.662], [-0.919, 1.574, 1.678], [-0.238, 2.335, 2.635], [1.071, 2.253, 3.103], [1.448, 3.129, 4.098], [0.549, 4.070, 4.631], [-0.754, 4.153, 4.186], [-1.119, 3.261, 3.184], [-2.325, 3.045, 2.532], [-2.314, 0.972, -2.741], [-0.863, 0.811, -2.671], [-0.326, 1.438, -3.645], [1.076, 1.564, -3.995], [1.362, 2.247, -5.113], [0.319, 2.857, -5.947], [-1.007, 2.801, -5.683], [-1.357, 2.082, -4.512], [-2.500, 1.817, -3.956], [-2.255, 2.583, -1.315], [-3.878, 2.044, -1.787], [-3.491, 0.035, -0.546], [-3.834, 0.770, 1.502], [-4.026, 2.312, 0.684], [1.768, 1.527, 2.711], [2.457, 3.092, 4.486], [0.886, 4.739, 5.410], [-1.450, 4.867, 4.601], [-3.191, 3.532, 2.704], [1.830, 1.098, -3.374], [2.385, 2.367, -5.441], [0.652, 3.386, -6.832], [-1.749, 3.264, -6.317], [-3.423, 2.008, -4.341], [-2.864, -3.564, -7.679], [-2.888, -2.583, -6.274], [-1.943, -2.792, -5.280], [-1.970, -2.001, -4.143], [-0.840, -2.360, -2.875], [-2.911, -0.990, -3.998], [-2.999, -0.236, -2.829], [-3.876, -0.831, -4.993], [-5.153, 0.330, -4.789], [-3.871, -1.610, -6.134], [-1.205, -3.575, -5.378], [-4.628, -1.475, -6.892], [2.706, -2.142, 2.411], [1.518, -2.001, 3.375], [-0.105, -1.830, 2.541], [-0.613, -3.510, 2.139], [-0.852, -3.881, 0.819], [-1.236, -5.180, 0.514], [-1.384, -6.109, 1.531], [-1.151, -5.747, 2.853], [-0.766, -4.454, 3.158], [-1.299, -1.202, 3.747], [-2.640, -1.575, 3.630], [-3.594, -1.016, 4.466], [-3.220, -0.083, 5.425], [-1.888, 0.288, 5.549], [-0.931, -0.266, 4.712], [3.350, -0.814, 1.987], [2.592, -0.017, 0.519], [3.222, 1.671, 0.496], [4.458, 1.994, 1.057], [4.914, 3.304, 1.033], [4.143, 4.296, 0.443], [2.915, 3.982, -0.123], [2.456, 2.676, -0.094], [3.258, -0.860, -0.932], [2.651, -2.056, -1.324], [3.141, -2.770, -2.405], [4.233, -2.284, -3.112], [4.826, -1.085, -2.742], [4.343, -0.370, -1.655], [2.410, -2.729, 1.534], [3.471, -2.744, 2.901], [1.658, -1.163, 4.060], [1.445, -2.899, 3.992], [-0.743, -3.163, 0.012], [-1.417, -5.465, -0.514], [-1.683, -7.122, 1.297], [-1.270, -6.475, 3.643], [-0.597, -4.178, 4.192], [-2.938, -2.325, 2.907], [-4.626, -1.332, 4.390], [-3.962, 0.334, 6.092], [-1.587, 0.995, 6.311], [0.101, 0.034, 4.833], [4.404, -0.984, 1.752], [3.322, -0.094, 2.808], [5.071, 1.228, 1.516], [5.872, 3.548, 1.472], [4.500, 5.316, 0.428], [2.314, 4.761, -0.573], [1.482, 2.444, -0.517], [1.793, -2.444, -0.781], [2.677, -3.704, -2.693], [4.626, -2.844, -3.950], [5.678, -0.710, -3.292], [4.818, 0.561, -1.373]]}

=====

{"formula": "C49H43N3O4RhS2Si", "method": "ωB97M-V with the def2-TZVPD basis set", "e_above_lowest_kcal_mol": 0.00, "multiplicity": 5, "s2": 6.08, "lumo_energy_ev": [-2.94, -4.51], "gap_ha": [0.22416, 0.21905], "total_charge": 1, "e_tot_ev": -96719.9486, "symbols": ["Rh", "O", "C", "N", "C", "O", "C", "C", "C", "C", "C", "N", "C", "C", "C", "C", "C", "N", "H", "H", "H", "H", "H", "H", "H", "H", "C", "C", "C", "C", "C", "C", "C", "S", "O", "C", "C", "C", "C", "C", "C", "C", "C", "C", "C", "C", "C", "C", "C", "C", "C", "C", "C", "C", "C", "S", "O", "C", "C", "C", "C", "C", "C", "C", "H", "H", "H", "H", "H", "H", "H", "H", "H", "H", "H", "H", "H", "H", "H", "H", "H", "H", "H", "H", "H", "H", "H", "H", "H", "H", "C", "Si", "C", "C", "H", "H", "H", "H", "H", "H", "H", "H", "H"], "coordinates": [[-0.576, 1.744, 1.294], [-3.451, 1.889, 4.311], [-2.663, 1.599, 3.444], [-2.218, 2.350, 2.392], [-2.846, 3.464, 1.912], [-3.999, 3.768, 2.109], [-2.065, 4.269, 0.918], [-2.595, 5.457, 0.417], [-1.928, 6.129, -0.616], [-0.775, 5.550, -1.117], [-0.273, 4.400, -0.491], [-0.912, 3.752, 0.462], [-1.930, 0.284, 3.466], [-2.252, -0.686, 4.385], [-1.580, -1.895, 4.379], [-0.629, -2.113, 3.399], [-0.427, -1.141, 2.440], [-0.989, 0.062, 2.537], [-3.519, 5.799, 0.797], [-2.333, 7.051, -1.009], [-0.187, 6.039, -1.852], [1.345, 4.349, -1.590], [-3.016, -0.434, 5.112], [-1.817, -2.692, 5.093], [-0.149, -3.050, 3.335], [0.252, -1.382, 1.621], [6.359, 2.313, -3.905], [5.052, 1.983, -3.218], [4.247, 0.925, -3.638], [3.084, 0.601, -2.929], [2.737, 1.364, -1.800], [3.515, 2.457, -1.386], [4.681, 2.725, -2.081], [1.233, 0.892, -0.952], [0.939, 3.887, -0.826], [1.455, -0.832, -0.535], [2.588, -1.176, 0.325], [3.432, -2.202, -0.005], [3.320, -2.804, -1.315], [4.361, -3.490, -1.940], [4.230, -3.913, -3.249], [3.086, -3.688, -4.009], [2.020, -3.065, -3.360], [2.102, -2.628, -2.055], [1.020, -1.919, -1.375], [-0.310, -2.373, -1.601], [-0.581, -3.732, -1.991], [0.302, -4.760, -1.662], [0.158, -6.050, -2.133], [-0.967, -6.292, -2.921], [-1.939, -5.374, -3.133], [-1.788, -4.096, -2.632], [-2.843, -3.144, -2.784], [-2.686, -1.942, -2.160], [-1.452, -1.560, -1.574], [-1.716, 0.050, -0.763], [-2.121, 1.103, -1.713], [-3.210, -0.396, 0.218], [-3.340, -1.584, 0.904], [-4.392, -1.788, 1.789], [-5.343, -0.791, 1.985], [-6.486, -0.986, 2.916], [-5.210, 0.392, 1.245], [-4.152, 0.603, 0.355], [7.021, 1.419, -3.877], [6.831, 3.146, -3.404], [6.213, 2.566, -4.971], [4.541, 0.343, -4.543], [2.433, -0.210, -3.213], [3.308, 2.965, -0.449], [5.346, 3.553, -1.758], [2.821, -0.462, 1.125], [4.269, -2.555, 0.589], [5.286, -3.585, -1.399], [5.100, -4.368, -3.705], [3.064, -3.959, -5.061], [1.163, -2.736, -3.952], [1.153, -4.509, -1.008], [0.886, -6.834, -1.893], [-1.018, -7.254, -3.419], [-2.813, -5.606, -3.736], [-3.744, -3.370, -3.308], [-3.503, -1.197, -2.165], [-2.606, -2.366, 0.737], [-4.465, -2.723, 2.341], [-6.825, -2.050, 2.954], [-7.355, -0.400, 2.643], [-6.194, -0.680, 3.904], [-5.894, 1.200, 1.420], [-4.043, 1.515, -0.233], [0.382, 3.997, 3.615], [1.071, 2.434, 2.918], [2.651, 2.815, 2.060], [1.275, 1.163, 4.196], [1.055, 4.354, 4.370], [-0.592, 3.837, 4.035], [0.365, 4.767, 2.824], [3.358, 3.215, 2.796], [2.507, 3.664, 1.384], [3.077, 1.977, 1.513], [1.941, 1.542, 4.957], [1.761, 0.254, 3.818], [0.320, 0.866, 4.659]]}

=====

{"formula": "C49H43N8PPdS", "method": "ωB97M-V with the def2-TZVPD basis set", "e_above_lowest_kcal_mol": 28.07, "lumo_energy_ev": -7.38, "gap_ha": 0.18246, "total_charge": 2, "e_tot_ev": -87024.3100, "symbols": ["Pd", "C", "N", "C", "N", "C", "C", "C", "C", "C", "C", "C", "C", "C", "C", "C", "C", "C", "C", "P", "C", "N", "C", "C", "N", "C", "C", "C", "C", "C", "C", "C", "C", "C", "C", "C", "C", "C", "C", "N", "C", "C", "N", "C", "C", "C", "C", "C", "C", "C", "C", "C", "C", "C", "C", "C", "H", "H", "H", "H", "H", "H", "H", "H", "H", "H", "H", "H", "H", "H", "H", "H", "H", "H", "H", "H", "H", "H", "H", "H", "H", "H", "H", "H", "H", "H", "H", "H", "H", "H", "H", "H", "H", "H", "H", "N", "C", "N", "S", "H", "H", "H", "H"], "coordinates": [[-0.755, -0.674, -0.459], [4.765, 0.547, 0.798], [3.692, -0.084, 0.078], [2.365, 0.123, 0.263], [1.663, -0.618, -0.584], [2.545, -1.317, -1.344], [3.833, -0.998, -0.924], [5.137, -1.531, -1.309], [5.383, -2.896, -1.168], [6.630, -3.409, -1.469], [7.634, -2.570, -1.925], [7.391, -1.216, -2.083], [6.149, -0.694, -1.773], [2.115, -2.154, -2.455], [3.012, -2.537, -3.452], [2.597, -3.337, -4.500], [1.281, -3.764, -4.575], [0.372, -3.357, -3.612], [0.784, -2.561, -2.561], [1.724, 1.385, 1.421], [0.584, 0.242, 2.295], [-0.195, -0.615, 1.666], [-0.837, -1.369, 2.588], [-0.417, -0.960, 3.845], [0.479, 0.053, 3.636], [1.206, 0.755, 4.660], [-0.822, -1.483, 5.144], [-1.316, -0.639, 6.136], [-1.776, -1.165, 7.328], [-1.732, -2.532, 7.547], [-1.226, -3.376, 6.571], [-0.779, -2.859, 5.371], [-1.842, -2.316, 2.124], [-3.000, -2.574, 2.853], [-3.988, -3.385, 2.324], [-3.838, -3.943, 1.063], [-2.673, -3.722, 0.341], [-1.673, -2.910, 0.862], [0.543, 2.096, 0.199], [-0.131, 1.431, -0.723], [-0.814, 2.317, -1.491], [-0.526, 3.589, -1.012], [0.340, 3.426, 0.029], [0.951, 4.487, 0.780], [-1.041, 4.898, -1.410], [-0.197, 5.841, -1.986], [-0.700, 7.065, -2.385], [-2.041, 7.356, -2.206], [-2.883, 6.429, -1.609], [-2.387, 5.202, -1.211], [-1.672, 1.884, -2.587], [-1.922, 0.522, -2.790], [-2.801, 0.094, -3.766], [-3.437, 1.026, -4.573], [-3.158, 2.373, -4.421], [-2.282, 2.803, -3.443], [4.423, 0.838, 1.791], [5.602, -0.143, 0.895], [5.111, 1.438, 0.271], [4.592, -3.539, -0.815], [6.818, -4.463, -1.340], [8.604, -2.976, -2.166], [8.173, -0.566, -2.442], [5.958, 0.359, -1.911], [4.035, -2.199, -3.409], [3.300, -3.629, -5.263], [0.960, -4.405, -5.380], [-0.659, -3.670, -3.678], [0.053, -2.275, -1.786], [1.275, 0.124, 5.545], [2.212, 0.984, 4.309], [0.707, 1.685, 4.937], [-1.377, 0.424, 5.960], [-2.180, -0.512, 8.087], [-2.101, -2.942, 8.473], [-1.186, -4.441, 6.743], [-0.389, -3.509, 4.602], [-3.125, -2.137, 3.832], [-4.876, -3.594, 2.899], [-4.616, -4.566, 0.650], [-2.529, -4.212, -0.610], [-0.688, -2.874, 0.374], [0.272, 5.336, 0.840], [1.186, 4.130, 1.782], [1.870, 4.821, 0.293], [0.841, 5.600, -2.148], [-0.047, 7.790, -2.846], [-2.433, 8.306, -2.533], [-3.926, 6.662, -1.463], [-3.028, 4.464, -0.754], [-1.370, -0.236, -2.171], [-2.985, -0.960, -3.924], [-4.113, 0.694, -5.344], [-3.618, 3.092, -5.080], [-2.058, 3.852, -3.354], [-5.452, 0.874, -0.619], [-4.498, -0.023, -0.378], [-4.714, -1.312, -0.645], [-3.031, 0.504, 0.267], [-6.366, 0.618, -0.956], [-5.282, 1.850, -0.441], [-5.633, -1.653, -0.885], [-4.029, -1.989, -0.330]]}

=====

{"formula": "C49H44BClF7IN4O7P", "method": "ωB97M-V with the def2-TZVPD basis set", "e_above_lowest_kcal_mol": 68.14, "lumo_energy_ev": -3.90, "gap_ha": 0.25452, "total_charge": 1, "e_tot_ev": -121423.7187, "symbols": ["C", "C", "O", "C", "C", "C", "F", "F", "C", "F", "F", "C", "F", "F", "F", "C", "C", "C", "O", "I", "C", "B", "N", "O", "N", "P", "C", "C", "C", "C", "N", "Cl", "N", "C", "C", "C", "C", "C", "C", "H", "H", "H", "H", "H", "H", "H", "H", "H", "H", "H", "H", "H", "H", "H", "H", "H", "H", "H", "H", "H", "H", "H", "H", "H", "H", "H", "H", "C", "C", "C", "C", "C", "C", "C", "O", "C", "C", "C", "C", "C", "C", "C", "O", "H", "H", "H", "H", "H", "H", "H", "H", "C", "C", "C", "C", "C", "C", "C", "O", "C", "C", "C", "C", "C", "C", "C", "O", "H", "H", "H", "H", "H", "H", "H", "H"], "coordinates": [[-7.772, 3.166, -3.532], [-7.800, 2.236, -2.251], [-7.095, 1.006, -2.481], [-5.765, 1.032, -1.971], [-5.322, -0.362, -1.346], [-5.510, -1.448, -2.478], [-4.493, -2.410, -2.455], [-5.429, -0.909, -3.759], [-6.847, -2.286, -2.463], [-7.974, -1.645, -2.076], [-6.573, -3.432, -1.721], [-7.192, -2.884, -3.911], [-6.147, -3.509, -4.486], [-7.825, -2.001, -4.706], [-8.121, -3.878, -3.652], [-3.770, -0.126, -1.036], [-2.836, 0.045, -2.267], [-1.886, 1.304, -2.092], [-2.261, 2.363, -1.729], [0.220, 1.094, -2.595], [-3.241, -1.150, 0.072], [-1.646, -1.148, 0.297], [-0.849, -2.405, 0.297], [-0.934, 0.025, 0.545], [-4.108, -0.826, 1.245], [-3.480, -1.099, 2.856], [-4.850, -1.023, 4.164], [-2.399, 0.378, 3.386], [-2.451, 0.641, 4.937], [-5.357, -1.355, 0.914], [-5.889, -2.389, 1.519], [-7.446, -2.995, 1.195], [-6.104, -0.737, -0.137], [-6.845, 0.335, 0.510], [-6.228, 1.402, 1.309], [-6.973, 2.469, 1.923], [-8.412, 2.527, 1.777], [-9.062, 1.473, 1.028], [-8.302, 0.399, 0.409], [-8.096, 2.605, -4.447], [-6.766, 3.628, -3.667], [-8.534, 3.967, -3.325], [-8.883, 1.954, -2.125], [-7.513, 2.774, -1.315], [-5.577, 1.882, -1.255], [-5.118, 1.302, -2.853], [-3.773, 0.866, -0.499], [-3.349, 0.252, -3.246], [-2.176, -0.837, -2.499], [-3.525, -2.193, -0.260], [-0.845, -2.730, 1.268], [-1.266, -3.089, -0.334], [-0.054, -0.002, 0.128], [-4.403, -1.274, 5.162], [-5.666, -1.761, 3.996], [-5.318, -0.011, 4.246], [-2.870, 1.274, 2.891], [-1.333, 0.234, 3.104], [-1.647, 1.319, 5.301], [-2.339, -0.359, 5.447], [-3.434, 1.039, 5.299], [-5.382, -2.895, 2.255], [-5.117, 1.434, 1.430], [-6.410, 3.244, 2.493], [-8.948, 3.384, 2.243], [-10.168, 1.517, 0.947], [-8.861, -0.379, -0.149], [8.122, -4.220, 0.022], [7.082, -4.036, 0.930], [5.958, -3.312, 0.562], [5.873, -2.759, -0.712], [6.926, -2.924, -1.614], [8.045, -3.666, -1.247], [6.871, -2.299, -2.958], [7.786, -2.444, -3.745], [5.685, -1.484, -3.323], [5.644, -0.842, -4.558], [4.534, -0.089, -4.912], [3.456, 0.018, -4.038], [3.496, -0.616, -2.803], [4.613, -1.360, -2.439], [4.658, -2.002, -1.101], [3.717, -1.903, -0.336], [8.996, -4.793, 0.309], [7.150, -4.459, 1.925], [5.149, -3.175, 1.269], [8.859, -3.807, -1.948], [6.479, -0.926, -5.243], [4.506, 0.413, -5.872], [2.585, 0.602, -4.319], [2.657, -0.526, -2.122], [6.682, 1.011, -0.887], [7.810, 0.195, -0.927], [8.759, 0.270, 0.081], [8.591, 1.170, 1.129], [7.473, 2.005, 1.156], [6.514, 1.915, 0.151], [7.304, 3.005, 2.241], [6.328, 3.730, 2.267], [8.352, 3.109, 3.287], [8.238, 4.079, 4.279], [9.205, 4.176, 5.268], [10.286, 3.299, 5.277], [10.407, 2.334, 4.288], [9.446, 2.242, 3.285], [9.604, 1.229, 2.212], [10.549, 0.464, 2.216], [5.936, 0.945, -1.671], [7.946, -0.501, -1.744], [9.632, -0.371, 0.049], [5.638, 2.552, 0.176], [7.398, 4.763, 4.278], [9.118, 4.936, 6.036], [11.037, 3.371, 6.055], [11.251, 1.656, 4.296]]}